{
  "formula": "C33H26N9OTl",
  "method": "ωB97M-V with the def2-TZVPD basis set",
  "max_force_ev_per_a": 1.70,
  "charge": 2,
  "gap_ev": [6.40, 5.00],
  "species": ["Tl", "O", "C", "N", "C", "C", "C", "C", "C", "C", "N", "C", "C", "C", "C", "C", "N", "H", "H", "H", "H", "H", "H", "H", "H", "H", "H", "C", "C", "C", "C", "C", "C", "N", "N", "C", "C", "C", "C", "C", "N", "H", "H", "H", "H", "H", "H", "H", "H", "H", "N", "C", "C", "C", "C", "C", "C", "C", "N", "C", "C", "N", "C", "H", "H", "H", "H", "H", "H", "H"],
  "coordinates": [[-1.09045, -0.44737, -1.27825], [-3.79850, -1.49862, -4.45413], [-3.22675, -0.98346, -3.50957], [-1.92636, -1.16620, -3.21608], [-1.19496, -2.11704, -4.00071], [0.26880, -2.14393, -3.66803], [1.14837, -2.85725, -4.47842], [2.49377, -2.86206, -4.17336], [2.93856, -2.14145, -3.06853], [2.00762, -1.46739, -2.31187], [0.70216, -1.48041, -2.60423], [-3.96703, -0.02945, -2.60727], [-5.26239, 0.33936, -2.93592], [-5.92216, 1.24088, -2.11522], [-5.26559, 1.74751, -1.00247], [-3.97426, 1.32438, -0.74218], [-3.35139, 0.45071, -1.53041], [-1.30550, -1.86378, -5.05991], [-1.60840, -3.12721, -3.89121], [0.76477, -3.39214, -5.33734], [3.19403, -3.41040, -4.78896], [3.98701, -2.10025, -2.81028], [2.30240, -0.87246, -1.45825], [-5.71105, -0.08275, -3.82310], [-6.93383, 1.54743, -2.34444], [-5.74358, 2.45761, -0.34271], [-3.40928, 1.69091, 0.10572], [-1.99493, -4.40850, 3.07918], [-1.30221, -3.41809, 3.78261], [-0.78526, -2.33126, 3.12353], [-0.96442, -2.21485, 1.71925], [-1.66917, -3.22711, 1.01900], [-2.18136, -4.30286, 1.69695], [-0.45888, -1.19541, 1.00119], [0.08843, -0.14656, 1.64754], [0.59051, 1.53693, -0.05998], [0.85227, 2.85676, 0.67296], [0.16980, 3.94479, -0.09121], [0.08891, 3.79257, -1.41780], [0.48294, 2.54807, -2.07760], [0.77361, 1.44908, -1.46972], [-2.38170, -5.27103, 3.60478], [-1.16363, -3.51151, 4.85110], [-0.23308, -1.56234, 3.64394], [-1.79252, -3.12459, -0.05347], [-2.71916, -5.07403, 1.16314], [1.90679, 3.14704, 0.76033], [-0.10924, 4.86989, 0.39782], [-0.27279, 4.59100, -2.05156], [0.50503, 2.51710, -3.16366], [7.54381, 2.37323, 4.99667], [6.49756, 2.18602, 4.55829], [5.22401, 1.94180, 3.96632], [4.06292, 2.56588, 4.44635], [2.85863, 2.34294, 3.83055], [2.78125, 1.48595, 2.71035], [3.94789, 0.83202, 2.25516], [5.14937, 1.06242, 2.87163], [1.59323, 1.28876, 2.09227], [0.43598, 2.19509, 2.03241], [-0.72044, 1.18818, 1.59049], [-0.83399, 1.37097, 0.20895], [1.25121, 0.46538, 0.96071], [4.12319, 3.21692, 5.30741], [1.96768, 2.81569, 4.22011], [3.90666, 0.15844, 1.41091], [6.04839, 0.57557, 2.52053], [0.26071, 2.81352, 2.90457], [-1.62807, 1.14663, 2.18367], [1.98402, -0.24570, 0.60148]],
  "lowdin_charge": [1.22, 0.10, -0.50, -0.07, -0.16, -0.24, 0.01, -0.02, -0.03, -0.12, 0.02, -0.19, 0.04, -0.01, -0.02, -0.11, 0.01, 0.15, 0.15, 0.13, 0.13, 0.12, 0.09, 0.13, 0.13, 0.12, 0.10, -0.01, -0.04, 0.02, -0.25, 0.00, -0.04, 0.02, -0.05, -0.47, -0.12, 0.02, -0.02, -0.07, 0.09, 0.13, 0.12, 0.11, 0.10, 0.12, 0.17, 0.13, 0.12, 0.13, 0.23, -0.14, -0.17, 0.03, 0.05, -0.16, 0.05, 0.02, 0.07, -0.04, -0.18, -0.01, -0.11, 0.14, 0.13, 0.12, 0.14, 0.16, 0.16, 0.14]
}